A 10-piece molecular cluster, C63H141N12O10P overall at a distorted geometry, computed with ωB97M-V/def2-TZVPD.

Structure (XYZ):
```
227
Properties=species:S:1:pos:R:3:forces:R:3
P 17.413 -20.722 20.310 -1.903 1.017 0.290
O 25.633 -19.025 26.925 -0.326 0.455 1.791
O 18.440 -20.228 21.277 -1.000 -0.275 0.053
O 16.505 -15.452 26.300 0.541 -0.319 -0.317
O 28.219 -25.575 19.585 -2.019 1.078 -0.089
O 27.669 -14.971 19.142 0.817 0.085 0.436
O 21.105 -21.287 21.779 -0.494 -1.779 -0.941
O 22.989 -16.335 29.667 0.039 -0.012 0.353
O 21.382 -27.983 27.139 2.902 0.050 -2.936
O 28.767 -23.543 26.921 -1.552 3.630 -0.875
O 21.566 -18.868 30.745 1.250 0.430 1.323
N 22.541 -26.734 25.547 -0.727 0.139 1.447
N 20.507 -19.279 30.017 -4.114 -1.228 -2.478
N 16.667 -19.467 19.412 0.624 -0.240 -0.751
N 21.694 -20.390 22.586 2.163 3.617 2.763
N 26.689 -18.589 28.901 -0.525 0.288 0.539
N 28.651 -22.051 25.183 -1.875 1.480 0.852
N 27.483 -16.239 18.628 -1.585 -2.128 1.023
N 26.950 -24.832 19.461 -0.361 -1.541 -0.949
N 16.078 -21.640 21.075 2.389 2.723 -0.907
N 17.443 -15.664 25.233 1.313 0.390 -0.098
N 18.095 -21.548 19.072 -0.676 -2.515 -1.032
N 23.952 -15.364 27.884 1.032 0.140 0.000
C 19.155 -20.939 18.327 0.474 0.327 -0.350
C 20.839 -21.309 24.704 0.161 -0.588 0.660
C 25.815 -22.650 19.118 -1.214 -0.628 -0.459
C 23.838 -18.979 23.976 0.280 -0.039 0.189
C 21.764 -20.626 28.419 0.999 -0.441 0.433
C 18.642 -13.538 25.728 -1.621 0.598 -0.533
C 28.346 -22.431 26.451 2.267 -3.708 0.145
C 23.234 -18.374 22.755 -1.300 -1.230 -0.878
C 25.593 -18.656 28.115 0.414 -0.278 -2.314
C 29.462 -16.307 17.029 -0.967 1.066 0.572
C 25.720 -25.594 19.899 -0.150 0.471 -0.020
C 27.459 -17.740 16.736 0.894 -0.520 0.022
C 25.563 -26.909 19.143 1.093 -0.028 -1.417
C 27.931 -16.331 17.258 -0.217 -1.897 -0.397
C 26.450 -18.477 30.335 0.258 -0.527 0.926
C 20.665 -20.686 29.483 -0.569 1.475 -0.333
C 19.188 -17.302 30.471 0.632 0.955 -0.875
C 19.172 -18.798 30.589 0.015 -0.816 2.430
C 19.375 -15.563 26.897 -0.053 -0.220 -0.749
C 27.122 -23.382 19.536 0.278 0.449 0.234
C 22.121 -20.914 23.939 -0.406 -0.436 -0.906
C 17.703 -18.236 25.762 0.093 0.264 0.702
C 17.457 -17.070 24.787 -0.432 -0.204 -1.748
C 18.241 -23.048 19.155 -0.691 0.836 2.179
C 16.344 -18.174 20.048 0.193 -1.463 1.012
C 23.343 -26.749 24.350 -0.002 0.337 0.990
C 27.474 -22.972 20.997 0.657 -0.263 0.166
C 27.191 -15.256 16.442 0.790 -0.794 0.215
C 23.677 -20.142 21.015 0.348 -0.375 -0.295
C 21.681 -18.685 20.787 0.446 -0.566 1.474
C 23.011 -22.173 23.758 0.198 -0.256 0.858
C 19.915 -16.664 23.868 -0.881 1.216 1.025
C 22.225 -27.908 26.182 -2.789 1.267 2.710
C 17.949 -19.326 29.814 0.089 -3.073 -0.438
C 24.485 -24.774 19.449 -0.684 1.019 1.871
C 18.062 -20.908 29.516 2.081 1.378 -0.724
C 18.518 -17.212 23.641 -0.110 0.102 0.233
C 28.021 -20.821 24.679 -0.174 -0.170 -0.796
C 22.129 -25.406 26.100 -0.674 -1.378 0.507
C 28.210 -22.952 18.455 -0.522 0.649 1.684
C 27.643 -17.315 19.695 -0.064 -0.306 0.093
C 19.737 -15.224 24.381 -0.632 -0.230 -0.491
C 23.812 -15.154 26.460 -0.072 0.719 -0.406
C 16.409 -22.581 22.089 0.758 0.093 -0.065
C 29.083 -17.479 20.326 -0.680 0.443 -0.440
C 18.762 -15.045 25.567 1.096 -0.245 1.343
C 23.127 -16.204 28.457 -0.858 -1.843 1.671
C 24.950 -14.638 28.677 0.515 0.913 -1.110
C 27.162 -18.620 19.085 -0.575 -1.070 -2.395
C 22.607 -19.478 21.832 -1.220 0.885 -0.731
C 27.708 -18.975 17.666 -0.752 1.246 0.329
C 14.884 -21.863 20.322 0.308 0.317 -0.989
C 29.570 -22.709 24.313 -0.029 -0.461 0.168
C 25.705 -25.916 21.414 0.485 0.257 0.140
C 27.911 -19.229 28.505 1.211 -0.236 -0.057
C 21.074 -21.633 30.578 0.559 -0.920 0.894
C 16.084 -17.259 24.050 0.256 -0.849 0.419
C 24.508 -23.253 19.703 1.384 -0.840 -0.773
C 26.618 -17.046 20.832 0.360 0.529 0.373
C 15.999 -19.629 18.109 -0.473 0.124 0.189
C 22.868 -19.837 24.773 0.414 0.684 -0.048
C 19.032 -19.109 32.194 -0.025 0.319 -2.493
C 19.386 -21.155 28.723 -0.041 -0.391 1.558
H 25.973 -14.970 28.494 -0.001 -0.571 -0.302
H 21.651 -17.966 30.426 0.951 0.446 0.049
H 18.469 -23.219 20.207 0.111 -0.498 0.227
H 22.748 -15.105 26.224 -0.003 0.083 -0.087
H 25.641 -17.794 30.596 -0.189 -0.244 -0.364
H 26.151 -15.198 16.763 0.125 0.111 0.008
H 22.301 -17.972 20.245 -0.138 0.158 0.029
H 14.185 -22.495 20.870 0.171 -0.149 -0.182
H 23.298 -22.536 24.745 -0.014 -0.006 0.287
H 18.163 -21.452 30.456 -0.076 0.070 0.166
H 16.106 -18.254 23.605 -0.156 -0.207 0.021
H 20.474 -17.186 24.645 0.184 -0.535 -0.329
H 30.459 -22.078 24.307 0.272 -0.256 -0.687
H 27.712 -14.305 16.556 -0.292 0.090 -0.239
H 26.107 -18.511 18.836 -0.353 0.385 0.374
H 24.680 -19.628 23.740 0.371 0.231 -0.265
H 19.017 -20.197 32.260 0.085 0.180 0.759
H 28.065 -23.336 17.445 -0.447 -0.138 0.268
H 27.283 -18.185 30.975 0.597 0.648 -0.845
H 27.968 -20.265 28.839 -0.137 -0.135 0.350
H 19.979 -16.867 31.082 0.178 0.035 -0.108
H 15.479 -18.377 20.680 -0.150 0.569 0.379
H 18.699 -15.477 27.748 -0.183 -0.098 -0.187
H 17.841 -18.820 28.854 -0.035 0.155 0.040
H 22.517 -23.028 23.296 -0.335 0.301 -0.292
H 25.611 -25.060 22.081 0.017 0.261 -0.192
H 19.677 -16.600 26.755 0.177 0.027 0.418
H 29.818 -23.709 24.670 -0.011 0.206 0.262
H 19.520 -12.893 25.735 0.546 -0.758 0.168
H 15.925 -18.668 17.601 0.249 0.246 0.237
H 22.767 -28.789 25.803 -0.204 0.091 -0.077
H 20.239 -14.939 27.124 0.213 -0.127 0.035
H 27.980 -18.018 15.820 0.333 0.559 -0.267
H 20.674 -14.716 24.610 0.086 -0.091 0.144
H 23.475 -20.253 25.578 -0.106 -0.740 -0.076
H 23.680 -25.131 20.092 -0.231 -0.380 -0.009
H 16.080 -17.356 19.379 0.376 -0.345 -0.321
H 17.014 -19.302 30.374 0.149 0.951 0.231
H 25.880 -26.674 18.127 0.053 -0.067 -0.239
H 21.100 -19.282 20.084 0.373 -0.339 0.046
H 20.058 -20.550 24.736 0.134 0.188 -0.458
H 19.827 -18.581 32.720 0.279 -0.621 -0.032
H 29.796 -17.977 19.669 -0.070 0.191 -0.234
H 21.626 -19.875 27.641 -0.353 -0.048 0.106
H 27.774 -21.660 26.991 -0.150 -0.486 0.078
H 27.821 -21.964 21.225 0.069 0.312 -0.725
H 14.382 -20.929 20.069 -0.093 0.065 0.189
H 22.413 -17.707 23.018 0.030 0.127 0.252
H 18.306 -16.701 30.691 -0.435 -0.665 0.269
H 22.949 -24.713 26.285 0.204 -0.107 -0.722
H 20.085 -21.069 18.881 0.396 0.111 -0.249
H 28.747 -18.687 28.947 0.004 -0.045 0.170
H 21.292 -24.998 25.533 0.403 0.314 -0.433
H 19.244 -14.633 23.608 0.200 0.047 -0.446
H 24.672 -18.291 28.594 0.101 -0.149 0.015
H 17.216 -17.950 20.663 -0.258 0.497 0.170
H 20.471 -21.694 31.485 -0.446 0.563 -0.157
H 16.561 -23.563 21.640 0.009 -0.457 0.337
H 18.994 -19.877 18.142 -0.122 -0.009 0.206
H 20.947 -18.209 21.437 -0.055 0.419 -0.291
H 19.497 -22.239 28.675 0.130 -0.200 -0.209
H 29.090 -18.059 21.248 -0.455 -0.080 0.017
H 29.896 -15.413 17.477 0.118 0.163 0.121
H 22.069 -21.365 30.933 0.078 0.003 -0.015
H 22.609 -16.943 27.826 -0.220 0.550 -0.596
H 21.110 -22.678 30.271 0.184 -0.020 -0.489
H 15.220 -17.212 24.713 0.113 -0.064 0.254
H 26.425 -17.703 16.393 -0.313 0.037 0.605
H 28.472 -25.428 20.499 0.267 -0.119 0.413
H 15.245 -22.277 19.381 -0.973 -0.647 -0.421
H 29.063 -22.829 23.356 0.503 0.214 -0.269
H 28.712 -19.400 17.670 0.343 0.555 -0.049
H 28.680 -19.955 24.626 0.147 0.143 0.777
H 24.312 -26.343 24.643 0.391 -0.123 -0.595
H 25.846 -22.668 18.028 -0.501 -0.119 -0.178
H 27.157 -19.530 19.685 0.576 0.330 0.700
H 20.222 -20.914 21.717 -0.876 -0.211 -0.431
H 29.580 -16.178 15.953 0.560 -0.612 0.046
H 24.538 -27.257 19.013 -0.083 0.107 0.639
H 24.937 -13.640 28.239 0.040 0.365 0.538
H 29.251 -23.122 18.729 -0.136 -0.280 0.267
H 24.082 -24.886 18.443 0.854 -0.528 -0.291
H 19.431 -20.829 27.684 -0.470 0.518 0.098
H 18.715 -18.256 26.166 0.131 0.270 -0.049
H 26.298 -19.467 30.765 -0.740 -0.248 -0.106
H 15.873 -16.584 23.221 0.518 0.386 0.154
H 26.658 -26.395 21.638 0.163 -0.003 0.108
H 23.394 -27.795 24.048 0.283 0.295 -0.528
H 20.369 -16.709 22.878 0.600 0.107 0.361
H 28.138 -19.282 27.440 -0.739 0.459 -0.085
H 24.252 -14.185 26.225 -0.066 -0.010 -0.123
H 21.917 -21.607 27.970 -0.396 -0.160 -0.288
H 24.483 -22.923 20.741 -0.261 -0.508 0.207
H 16.444 -20.279 17.356 0.375 -0.351 0.602
H 24.246 -15.889 25.783 0.348 -0.279 0.383
H 28.055 -21.873 18.485 0.352 0.268 -0.553
H 27.239 -15.647 15.426 -0.081 0.574 -0.298
H 19.394 -17.131 29.414 0.257 0.482 -0.087
H 15.819 -14.979 25.823 -0.215 0.119 0.184
H 19.065 -23.560 18.659 -0.144 0.804 -0.691
H 19.200 -21.433 17.356 0.258 0.013 -0.048
H 24.958 -26.633 21.753 -0.284 -0.043 -0.514
H 23.212 -20.766 20.252 0.122 0.051 -0.141
H 18.650 -18.253 23.347 -0.557 -0.182 -0.010
H 18.106 -13.213 24.836 -0.383 0.342 0.032
H 22.744 -20.462 28.867 0.035 0.426 0.253
H 25.647 -16.681 20.497 0.185 0.091 -0.444
H 22.256 -19.146 25.352 -0.942 -0.114 -0.396
H 24.379 -20.777 21.556 0.030 0.121 0.245
H 22.875 -26.078 23.631 0.127 -0.317 -0.389
H 29.903 -17.169 17.529 0.242 -0.109 -0.661
H 18.110 -18.643 32.542 -0.230 -0.329 -0.074
H 15.637 -22.614 22.858 0.101 -0.057 0.116
H 24.197 -18.122 24.546 0.297 -0.392 0.578
H 17.284 -23.549 19.005 0.087 0.008 -0.503
H 27.108 -19.756 17.199 -0.176 -0.262 0.373
H 26.215 -27.731 19.436 -0.081 0.088 0.447
H 20.411 -22.268 24.412 -0.101 0.116 -0.697
H 26.993 -16.335 21.569 0.078 0.232 -0.101
H 28.281 -23.617 21.344 0.179 -0.083 0.115
H 26.664 -23.113 21.713 -0.355 -0.250 -0.324
H 17.619 -19.202 25.265 -0.349 0.119 -0.273
H 23.600 -22.902 19.214 0.195 0.580 0.030
H 17.043 -18.238 26.630 -0.212 0.116 -0.073
H 23.973 -17.783 22.213 -0.049 -0.093 -0.265
H 21.689 -25.544 27.088 0.091 -0.509 0.012
H 28.610 -15.053 19.317 0.585 1.226 0.497
H 17.282 -21.420 28.952 -0.503 0.681 0.087
H 25.678 -21.604 19.392 1.219 0.280 0.151
H 14.962 -19.931 18.257 -0.180 -0.234 -0.164
H 27.728 -20.880 23.631 0.109 -0.815 -0.293
H 18.052 -13.279 26.607 -0.097 -0.009 -0.020
H 21.052 -21.515 25.753 0.469 0.217 0.201
H 18.131 -16.660 22.785 -0.126 -0.048 -0.181
H 24.875 -14.601 29.763 -0.947 -0.244 -0.324
H 29.457 -16.496 20.613 0.238 0.100 -0.074
H 24.231 -19.318 20.567 0.232 -0.242 -0.391
H 17.354 -22.193 22.469 0.022 -0.521 0.675
H 26.397 -17.944 21.409 0.282 -0.329 -0.157
H 27.054 -20.628 25.142 0.394 0.263 0.630
H 23.963 -22.033 23.246 -0.118 0.421 -0.201
```
Positions in Å, forces in eV/Å.

Output
Relative energy (zero: lowest compared OMol25 entry of this formula, charge and spin)   307.6 kJ/mol
Total charge   0
HOMO-LUMO gap   7.82 eV
SMILES string   CN(C)P(=O)(N(C)C)N(C)C.CC1(C)CCCC(C)(C)N1O.CC1(C)CCCC(C)(C)N1O.CC1(C)CCCC(C)(C)N1O.CC1(C)CCCC(C)(C)N1O.CC1(C)CCCC(C)(C)N1O.CN(C)C=O.CN(C)C=O.CN(C)C=O.CN(C)C=O